[1]
DFT (ωB97M-V with the def2-TZVPD basis set) results for C49H37BCrF4N2O17 as an isolated structure at a distorted geometry.

Each line ends with the Löwdin charge.
Atoms and positions in Å:
Cr  -11.2719  -23.7036  21.6314  1.0406
N  -13.6861  -25.6712  20.5533  -0.5407
O  -13.1882  -26.4058  19.7128  0.0617
O  -12.9179  -24.8231  21.1666  -0.1768
O  -14.8731  -25.7080  20.8708  0.0160
N  -9.6037  -24.5138  19.0768  -0.5169
O  -9.9246  -25.2211  18.1638  0.0922
O  -8.4572  -24.2297  19.3817  0.0468
O  -10.5845  -24.0299  19.8244  -0.1666
C  -8.7013  -23.2508  23.3852  -0.4054
O  -8.8950  -22.3530  24.4883  -0.0762
O  -9.6890  -23.1133  22.5316  -0.1911
C  -7.3649  -22.9337  22.7102  -0.5481
F  -7.2750  -23.3928  21.4789  0.1664
F  -7.1336  -21.6069  22.6666  0.1517
F  -6.3376  -23.4886  23.4221  0.1031
C  -8.0429  -22.5704  25.5833  -0.2779
C  -8.4263  -21.6530  26.7424  -0.0660
H  -7.5503  -21.5205  27.3838  0.0717
H  -8.7114  -20.6632  26.3916  0.0738
H  -9.2110  -22.0784  27.3698  0.0639
H  -7.0027  -22.3339  25.3240  0.1092
H  -8.0041  -23.6091  25.9453  0.1254
H  -8.7061  -24.2503  23.8566  0.1666
B  -11.9971  -21.7299  21.0682  -0.3997
H  -12.4508  -20.6527  20.8020  0.0295
H  -10.8671  -21.8007  20.7517  0.0203
H  -12.1685  -22.0160  22.1906  -0.0095
H  -12.5599  -22.5217  20.4135  -0.0262
C  -13.6914  -22.4012  18.1488  -0.0651
C  -14.3778  -22.1845  16.8137  -0.2748
O  -13.9204  -23.2895  16.0506  0.1092
C  -13.1880  -24.1587  16.8266  -0.5407
O  -12.7152  -25.1409  16.4068  0.2047
O  -13.2203  -23.7490  18.1170  0.0657
F  -13.9060  -21.0559  16.1694  0.0334
H  -14.3366  -22.2743  19.0107  0.1160
H  -12.8158  -21.7525  18.2166  0.1426
H  -15.4612  -22.1991  16.7271  0.1634
C  -15.4155  -21.9039  22.0970  -0.0362
C  -14.9034  -20.8181  22.7951  -0.0515
C  -15.1467  -20.7187  24.1549  -0.0029
C  -16.0205  -21.5994  24.7748  -0.0839
C  -16.6255  -22.6248  24.0343  -0.0776
C  -16.3491  -22.7565  22.6809  0.0271
C  -17.7187  -23.4641  24.6011  -0.2885
O  -18.2465  -24.3396  23.9681  0.1196
C  -18.0431  -23.2691  26.0457  -0.0801
C  -18.8764  -24.1718  26.6858  -0.0138
C  -19.1679  -24.0191  28.0175  -0.0655
C  -18.6540  -22.9168  28.7159  -0.0620
C  -17.6986  -22.1101  28.1348  -0.0071
C  -17.4832  -22.2207  26.7703  -0.0811
C  -16.4526  -21.3181  26.1713  -0.2949
O  -15.9542  -20.4305  26.8064  0.1070
H  -15.3329  -21.9363  21.0158  0.0966
H  -14.2739  -20.0899  22.3035  0.0999
H  -14.5701  -19.9848  24.7026  0.1180
H  -16.8766  -23.4500  22.0421  0.1264
H  -19.3627  -24.9629  26.1285  0.1212
H  -19.8350  -24.6593  28.5799  0.1036
H  -18.9029  -22.8864  29.7717  0.1031
H  -17.1999  -21.3208  28.6787  0.1186
C  -14.6959  -18.5751  19.1112  -0.0405
C  -14.5443  -17.5063  18.2296  -0.0480
C  -15.6357  -16.8844  17.6693  -0.0045
C  -16.9037  -17.3294  17.9937  -0.0904
C  -17.0601  -18.4324  18.8298  -0.0758
C  -15.9568  -19.0643  19.3864  0.0020
C  -18.4087  -18.9862  19.1948  -0.2712
O  -18.5147  -20.0140  19.8323  0.1090
C  -19.5924  -18.2822  18.6362  -0.0846
C  -20.8740  -18.7566  18.8611  -0.0053
C  -21.9857  -18.0235  18.4880  -0.0600
C  -21.8132  -16.8136  17.8389  -0.0616
C  -20.5388  -16.4193  17.4636  -0.0139
C  -19.4249  -17.0983  17.9086  -0.0801
C  -18.0864  -16.5853  17.4802  -0.2766
O  -17.9729  -15.5638  16.8366  0.1046
H  -13.8134  -19.1227  19.4247  0.0975
H  -13.5381  -17.1398  18.0617  0.1119
H  -15.5315  -16.1227  16.9097  0.1220
H  -16.1152  -19.8169  20.1468  0.1011
H  -20.9118  -19.7342  19.3331  0.1234
H  -22.9647  -18.3826  18.7807  0.1069
H  -22.6337  -16.1922  17.5074  0.1056
H  -20.4717  -15.5307  16.8515  0.1196
C  -15.2042  -27.3872  25.6803  -0.0441
C  -14.6928  -27.2658  24.3976  -0.0315
C  -13.8076  -26.2378  24.0945  0.0290
C  -13.4627  -25.2930  25.0387  -0.0631
C  -13.9427  -25.4467  26.3440  -0.0845
C  -14.8021  -26.4800  26.6582  -0.0029
C  -13.4505  -24.5959  27.4516  -0.3013
O  -13.5928  -24.8696  28.6066  0.1260
C  -12.7827  -23.3308  27.0336  -0.0733
C  -12.7010  -22.2769  27.9250  -0.0028
C  -12.2217  -21.0416  27.5134  -0.0526
C  -11.8391  -20.8300  26.1945  -0.0473
C  -11.8457  -21.9084  25.3048  0.0194
C  -12.4121  -23.1075  25.7049  -0.0692
C  -12.5837  -24.1650  24.7033  -0.2191
O  -12.0693  -24.0851  23.6049  0.0328
H  -15.8451  -28.2143  25.9580  0.1065
H  -14.8590  -28.0338  23.6545  0.1161
H  -13.4638  -26.1877  23.0687  0.1056
H  -15.1359  -26.5955  27.6815  0.1199
H  -13.0977  -22.4155  28.9218  0.1206
H  -12.1558  -20.2239  28.2224  0.1097
H  -11.3042  -19.9402  25.8849  0.1147
H  -11.4732  -21.7594  24.2999  0.1118

Its expectation value of S² is 3.775. The net charge is -1. The value obtained for the HOMO-LUMO gap (alpha / beta) is 7.122 / 7.202 eV. As for the multiplicity: 4. The HOMO energy (alpha / beta) is -0.253 / -0.253 hartree.

[2]
DFT (ωB97M-V with the def2-TZVPD basis set) results for C49H37F15GeSSb2Se4SiZr as an isolated structure at a distorted geometry.

Each line ends with the Löwdin charge.
Atoms and positions in Å:
Zr  -0.7815  0.6952  1.0903  0.5934
Se  0.2459  3.0981  1.6254  0.1542
Se  -2.0863  3.2433  1.6327  0.1248
Se  -2.4573  1.4638  3.1548  0.1498
Se  -3.2230  -0.1192  1.6151  0.2241
C  1.5538  -0.2498  -0.7205  -0.4486
C  0.5611  -1.2455  -1.3289  -0.3628
C  -0.7627  -1.5345  -0.6057  -0.4893
Sb  -1.2035  -3.4235  0.5157  1.5056
C  -1.2462  -3.5629  2.6800  -0.4111
C  -1.5340  -2.6644  3.6967  -0.1531
C  -1.8160  -3.1144  4.9824  -0.0898
C  -1.7797  -4.4650  5.2852  -0.0809
C  -1.4584  -5.3748  4.2886  -0.0829
C  -1.2139  -4.9243  3.0028  -0.1834
C  0.7834  -4.2209  0.3662  -0.4151
C  1.1832  -4.7675  -0.8529  -0.1556
C  2.4321  -5.3573  -0.9901  -0.0949
C  3.2909  -5.4205  0.0986  -0.0978
C  2.9005  -4.8851  1.3166  -0.0985
C  1.6554  -4.2863  1.4489  -0.1599
Sb  3.2883  -1.0471  0.2973  1.5135
C  4.4245  -1.0664  -1.5258  -0.3902
C  4.7894  -2.2905  -2.0769  -0.1429
C  5.4833  -2.3475  -3.2797  -0.0910
C  5.8242  -1.1777  -3.9386  -0.0912
C  5.4712  0.0499  -3.3939  -0.0844
C  4.7749  0.1041  -2.1959  -0.1241
C  3.9387  0.8851  0.9960  -0.3976
C  3.4131  2.0966  0.5460  -0.1721
C  3.8262  3.3019  1.0994  -0.1025
C  4.7758  3.3151  2.1111  -0.0883
C  5.3142  2.1200  2.5623  -0.0904
C  4.8928  0.9173  2.0104  -0.1517
H  1.1403  0.5691  -0.1033  -0.0664
H  1.9627  0.3510  -1.5393  0.0597
H  1.0769  -2.1926  -1.5126  0.0775
H  0.2825  -0.8572  -2.3108  0.0763
H  -1.3961  -1.9594  -1.4030  0.0216
H  -1.4216  -0.6374  -0.5630  -0.0870
H  -1.5521  -1.5998  3.5027  0.0251
H  -2.0697  -2.3968  5.7501  0.1006
H  -2.0010  -4.8061  6.2874  0.1039
H  -1.4167  -6.4341  4.5044  0.1046
H  -0.9967  -5.6626  2.2350  0.0870
H  0.5126  -4.7513  -1.7059  0.0967
H  2.7277  -5.7759  -1.9433  0.1052
H  4.2610  -5.8898  -0.0028  0.1049
H  3.5681  -4.9251  2.1671  0.1066
H  1.3666  -3.8696  2.4066  0.0887
H  4.5315  -3.2107  -1.5666  0.0710
H  5.7587  -3.3063  -3.6986  0.1010
H  6.3658  -1.2197  -4.8740  0.1015
H  5.7412  0.9664  -3.9025  0.1030
H  4.5129  1.0699  -1.7785  0.0881
H  2.6783  2.1308  -0.2496  0.0811
H  3.4015  4.2294  0.7377  0.1042
H  5.0921  4.2535  2.5457  0.1058
H  6.0567  2.1200  3.3492  0.1056
H  5.3144  -0.0094  2.3857  0.0885
C  2.6448  -0.9841  4.6478  -0.1698
Si  1.2499  0.2268  4.2875  0.3990
C  1.9427  1.9540  4.4985  -0.1916
C  -0.0421  -0.0290  5.6266  -0.1817
C  0.6799  -0.1494  2.5274  -0.4563
H  3.1139  -0.7801  5.6116  0.0329
H  3.4187  -0.9237  3.8794  0.0060
H  2.2718  -2.0106  4.6661  0.0277
H  2.3879  1.9977  5.4956  0.0370
H  1.1903  2.7377  4.4272  -0.0034
H  2.7309  2.1765  3.7740  0.0105
H  0.3659  0.3041  6.5838  0.0383
H  -0.2841  -1.0824  5.7267  0.0009
H  -0.9650  0.5272  5.4582  -0.0135
H  0.6807  -1.2511  2.4355  -0.0037
H  1.6029  0.1878  2.0231  -0.0657
F  -1.6032  -0.5706  -3.7430  0.0744
C  -2.7276  -0.1411  -4.3306  -0.2152
C  -3.3271  1.0361  -3.9289  -0.1305
C  -4.4948  1.3876  -4.5864  -0.2317
F  -5.1262  2.5192  -4.2341  0.1006
C  -5.0479  0.6300  -5.5997  -0.1353
F  -6.1700  1.0088  -6.2085  0.1315
C  -4.4099  -0.5392  -5.9837  -0.1273
F  -4.9129  -1.2816  -6.9636  0.1400
C  -3.2454  -0.9285  -5.3458  -0.1353
F  -2.6299  -2.0538  -5.7114  0.1259
Ge  -2.7593  2.1947  -2.4295  0.7134
S  -0.8989  1.6500  -1.4667  0.2752
C  -4.4021  2.1269  -1.3345  -0.1367
C  -4.8798  0.8793  -0.9798  -0.3082
F  -4.1809  -0.2180  -1.3302  0.0399
C  -6.0576  0.6865  -0.2837  -0.1807
F  -6.4693  -0.5394  0.0351  0.1205
C  -6.7980  1.7929  0.0950  -0.1245
F  -7.9312  1.6397  0.7718  0.1411
C  -6.3558  3.0622  -0.2415  -0.1333
F  -7.0736  4.1276  0.1086  0.1316
C  -5.1766  3.2094  -0.9522  -0.2139
F  -4.8105  4.4559  -1.2777  0.1041
C  -2.4247  4.0040  -3.1293  -0.1349
C  -2.3289  4.3306  -4.4710  -0.2054
F  -2.5367  3.4022  -5.4164  0.1008
C  -2.0003  5.6044  -4.9055  -0.1371
F  -1.9159  5.8764  -6.2075  0.1283
C  -1.7520  6.5988  -3.9763  -0.1277
F  -1.4391  7.8256  -4.3797  0.1398
C  -1.8367  6.3099  -2.6245  -0.1335
F  -1.6086  7.2628  -1.7216  0.1309
C  -2.1611  5.0264  -2.2313  -0.2394
F  -2.2545  4.7913  -0.9164  0.0159

The value obtained for the HOMO-LUMO gap is 7.174 eV. As for the multiplicity: 1. The HOMO energy is -0.305 hartree.

ΔE to the lowest compared entry with this formula, charge and spin per entry: 0.0, 250.1 kJ/mol